No. 1
Computed, not measured: a structure of composition C6H7NaO6Rb in a non-equilibrium geometry, with wB97M-V/def2-TZVPD.

Each line ends with the Mulliken spin population.
Atoms and positions in Å:
1 Na 3.153 1.052 0.113  0.008
2 O 0.925 1.534 1.059  -0.002
3 O -0.584 2.238 -0.466  0.000
4 C -1.670 1.736 0.312  0.003
5 C -2.140 0.383 -0.217  0.008
6 O 1.568 2.384 -0.895  0.000
7 C 0.698 2.038 -0.075  0.003
8 H -1.380 1.671 1.368  0.001
9 H -2.477 2.469 0.206  0.000
10 H -2.336 0.442 -1.294  0.002
11 H -3.079 0.133 0.299  -0.002
12 Rb 1.422 -0.417 2.557  -0.006
13 O -0.833 -0.963 1.260  -0.005
14 O -0.642 -1.325 -0.935  0.095
15 C 0.709 -2.426 -0.641  0.104
16 C 1.947 -1.672 -0.542  0.520
17 O 2.285 -1.006 0.518  0.215
18 C -1.153 -0.725 0.085  0.047
19 H 0.407 -2.934 0.281  0.005
20 H 0.630 -3.043 -1.539  -0.001
21 H 2.550 -1.568 -1.458  0.005

## Properties
- orbital gap (spin up / spin down) (eV) = 5.74 / 8.52
- multiplicity = 2
- LUMO (spin up / spin down) (Eh) = -0.0205 / -0.0207
- calculated total energy (a.u.) = -870.7146
- E_HOMO (spin up / spin down) (eV) = -6.3 / -9.1
- expectation value of S² = 0.7548

---

No. 2
Computed, not measured: a cluster of 2 separate species, C6H7P in total in a non-equilibrium geometry, with wB97M-V/def2-TZVPD.

Each line ends with the Löwdin charge.
Atoms and positions in Å:
1 C 0.160 -2.836 -2.117  -0.111
2 C 0.402 -2.192 -1.029  -0.505
3 P 1.031 -1.511 0.363  0.892
4 C -0.456 -0.587 0.933  -0.464
5 C -0.465 0.321 1.973  -0.073
6 H -0.079 -3.907 -2.183  0.057
7 H 0.059 -2.286 -3.150  0.098
8 H -1.360 -0.581 0.410  0.021
9 H -1.542 0.707 2.154  0.082
10 H 0.185 0.672 2.653  -0.006
11 C 0.926 3.401 0.297  -0.037
12 C 0.224 2.718 -0.396  -0.050
13 H 1.484 3.963 1.057  0.032
14 H -0.570 2.119 -0.965  0.064

## Properties
- orbital gap (eV) = 8.68
- multiplicity = 1
- LUMO (Eh) = 0.0052
- calculated total energy (a.u.) = -573.9585
- E_HOMO (eV) = -8.5
- SMILES = C=C=PC=C.C#C

---

No. 3
Computed, not measured: an isolated molecule of C6H7P in a non-equilibrium geometry, with wB97M-V/def2-TZVPD.

Each line ends with the Löwdin charge.
Atoms and positions in Å:
1 C 1.410 0.047 1.262  -0.230
2 P 1.547 0.006 -0.486  0.788
3 C 0.557 1.434 -0.788  -0.295
4 C -0.732 1.244 -0.336  -0.200
5 C -1.284 0.002 0.076  -0.133
6 C -0.898 -1.170 -0.572  -0.180
7 C 0.463 -1.324 -1.010  -0.265
8 H 1.787 1.051 1.676  0.028
9 H 1.936 -0.850 1.859  0.048
10 H 0.755 2.372 -1.189  0.037
11 H -1.500 2.007 -0.628  0.119
12 H -2.191 -0.064 0.662  0.100
13 H -1.594 -1.958 -0.601  0.079
14 H 0.671 -2.223 -1.787  0.105

## Properties
- orbital gap (spin up / spin down) (eV) = 6.22 / 7.74
- multiplicity = 1
- LUMO (spin up / spin down) (Eh) = -0.0501 / -0.0134
- calculated total energy (a.u.) = -573.9857
- E_HOMO (spin up / spin down) (eV) = -7.6 / -8.1
- SMILES = C=P1=CC=CC=C1

---

No. 4
Computed, not measured: an isolated molecule of C6H7P in a non-equilibrium geometry, with wB97M-V/def2-TZVPD.

Each line ends with the Löwdin charge.
Atoms and positions in Å:
1 C 0.783 -0.635 1.584  0.023
2 C 0.922 -0.777 0.285  -0.161
3 C 0.645 0.613 0.831  -0.254
4 C -0.805 0.765 0.391  -0.208
5 C -0.962 0.026 -0.846  -0.412
6 P 0.322 0.095 -2.212  0.958
7 C 0.109 -1.106 -0.895  -0.439
8 H 0.847 -1.161 2.491  0.085
9 H 1.350 1.489 1.097  0.151
10 H -1.429 0.478 1.195  0.115
11 H -0.958 1.704 0.006  0.084
12 H -1.920 -0.204 -1.174  0.080
13 H 1.256 0.815 -1.600  -0.108
14 H -0.159 -2.103 -1.152  0.087

## Properties
- orbital gap (eV) = 9.43
- multiplicity = 1
- LUMO (Eh) = 0.0358
- calculated total energy (a.u.) = -573.9885
- E_HOMO (eV) = -8.5
- SMILES = C1=C2[C@H]1C[C@H]1P[C@@H]21